No. 1
ORCA calculation (wB97M-V/def2-TZVPD) on a 2-piece molecular cluster, C4H8O2 overall.

Each line ends with the Mulliken charge.
Positions of all 14 atoms, in Å:
C: -0.20012 0.92582 0.78057  -0.381
C: 0.63463 -0.31613 0.94282  -0.127
O: 0.65715 -1.31320 -0.06414  -0.388
C: -0.61603 -1.42416 -0.65224  -0.421
C: -0.96920 -0.10164 -1.28634  -0.370
O: -0.94428 0.96435 -0.28651  -0.129
H: 1.48843 2.73090 1.32630  -0.204
H: 2.14955 3.07779 1.30010  0.204
H: 1.66706 0.01844 1.09870  0.285
H: 0.30021 -0.73662 1.90968  0.305
H: -1.37596 -1.69983 0.09775  0.315
H: -0.57077 -2.21587 -1.40562  0.330
H: -1.97786 -0.07887 -1.70430  0.302
H: -0.24281 0.16902 -2.05676  0.279

Cartesian forces, eV/Å:
-0.1 -0.3 -0.2
0.0 0.2 0.1
0.1 0.0 0.0
-0.2 0.0 -0.1
0.0 -0.1 -0.1
0.1 0.1 0.2
0.1 0.1 0.0
0.0 0.0 0.0
-0.2 0.0 0.0
0.0 0.0 -0.1
0.1 0.0 -0.1
0.0 0.1 0.1
0.1 0.0 0.1
-0.1 0.0 0.1

- Charge: 0
- Maximum force: 0.4 eV/A
- Highest occupied orbital energy: -8.377 eV
- Spin multiplicity: 1
- HOMO-LUMO gap: 9.2 eV

=====

No. 2
ORCA calculation (wB97M-V/def2-TZVPD) on a single C3H7ClN2 molecule.

Each line ends with the Mulliken charge.
Positions of all 13 atoms, in Å:
N: 1.75897 -0.91731 -0.15684  -0.507
C: 0.44790 -0.41199 -0.45661  0.004
C: -0.77236 -0.73760 0.38918  -0.239
Cl: -2.41860 -0.81182 -0.16179  -0.201
C: -0.08323 0.67945 0.43296  -0.220
N: -0.69128 1.78754 -0.23166  -0.660
H: 1.80917 -1.34411 0.71901  0.163
H: 2.32826 -1.31743 -0.88367  0.196
H: 0.33306 -0.18813 -1.55783  0.294
H: -0.56862 -1.32491 1.33073  0.289
H: 0.44529 0.94514 1.34271  0.346
H: -1.46698 2.11862 0.36200  0.258
H: -1.12158 1.52254 -1.12819  0.276

Cartesian forces, eV/Å:
-0.4 0.8 -1.1
0.4 0.9 -0.9
1.4 0.6 1.6
-0.1 -0.3 -0.3
-0.6 -1.1 -1.0
-1.0 0.4 0.3
0.4 -0.9 1.2
-0.4 -0.2 0.1
-0.2 -0.4 1.4
-0.4 0.4 -1.3
0.1 -0.2 -0.1
0.4 0.0 -0.5
0.4 0.1 0.6

- Charge: 0
- Maximum force: 2.3 eV/A
- Highest occupied orbital energy: -8.698 eV
- Spin multiplicity: 1
- HOMO-LUMO gap: 9.7 eV
- SMILES string: N[C@H]1C(Cl)[C@@H]1N

=====

No. 3
ORCA calculation (wB97M-V/def2-TZVPD) on a single C20H18Cl2N2O5 molecule.

Each line ends with the Mulliken charge.
Positions of all 47 atoms, in Å:
O: -3.39408 -4.05949 1.04742  -0.633
N: -2.47374 -4.14848 0.25996  1.044
O: -2.13324 -5.17690 -0.28676  -0.642
C: -1.74148 -2.95195 -0.04564  -0.408
C: -0.68285 -3.01265 -0.94833  -0.416
C: 0.03927 -1.87614 -1.25657  -1.057
C: -0.33935 -0.69147 -0.64392  0.269
C: -1.40407 -0.62497 0.26572  0.347
C: -2.11208 -1.75842 0.57897  -0.520
C: -1.53507 0.81431 0.70761  0.045
N: -2.76540 1.50685 0.36562  0.238
C: -3.90494 1.18864 1.20722  -0.397
C: -5.01815 2.19010 0.89030  -0.708
O: -5.38760 2.12772 -0.46618  -0.395
C: -4.28132 2.38660 -1.29556  -0.857
C: -3.14436 1.39756 -1.03316  -0.317
C: -0.35883 1.43696 -0.03188  0.522
C: 0.02659 2.70250 0.06726  -0.944
C: 1.16949 3.37804 -0.63105  -1.022
O: 2.04195 2.53831 -1.35665  -0.457
C: 2.72206 1.51174 -0.79715  -0.064
C: 3.27789 0.63791 -1.74206  -0.449
C: 3.99866 -0.47849 -1.38746  -0.678
C: 4.18479 -0.75864 -0.04146  0.312
Cl: 5.06104 -2.16416 0.44213  -0.229
C: 3.66995 0.09048 0.91839  -0.769
C: 2.95351 1.22231 0.54989  1.008
Cl: 2.40129 2.20895 1.87003  -0.202
O: 0.26148 0.49968 -0.83249  -0.335
H: -0.43832 -3.96414 -1.39487  0.516
H: 0.86971 -1.89621 -1.94208  0.543
H: -2.92679 -1.76205 1.28594  0.588
H: -1.40405 0.91313 1.79172  0.707
H: -3.61470 1.28002 2.25544  0.387
H: -4.28498 0.17143 1.02237  0.221
H: -5.91742 1.96219 1.46431  0.363
H: -4.66931 3.20412 1.13698  0.358
H: -4.63969 2.29934 -2.32228  0.357
H: -3.91182 3.40818 -1.11931  0.365
H: -2.28787 1.65332 -1.65964  0.400
H: -3.48590 0.37914 -1.28613  0.265
H: -0.54602 3.34241 0.71910  0.502
H: 1.72284 3.99094 0.09214  0.398
H: 0.76947 4.05372 -1.39813  0.431
H: 3.10630 0.87573 -2.77956  0.426
H: 4.40826 -1.13070 -2.14174  0.454
H: 3.82572 -0.11527 1.96560  0.429

Cartesian forces, eV/Å:
-0.2 -0.1 0.2
-0.3 -0.5 0.1
0.0 -0.3 -0.1
0.6 1.0 -0.2
-0.3 -0.2 0.2
0.1 0.5 0.0
-0.7 -0.7 0.5
0.5 0.0 -0.3
0.0 -0.3 -0.1
-0.1 0.0 0.1
0.0 0.0 0.0
-0.2 0.2 -0.1
0.1 -0.2 0.3
-0.2 -0.1 0.0
0.3 -0.1 -0.3
-0.3 0.2 -0.1
-0.3 0.7 0.4
0.2 -0.5 -0.5
-0.3 0.4 0.1
0.1 -0.1 0.0
0.4 -0.3 0.0
-0.1 0.2 0.2
0.0 0.0 0.1
-0.2 0.3 0.1
0.1 -0.2 0.1
0.1 -0.2 -0.2
-0.1 0.1 -0.2
0.2 0.1 0.3
0.2 0.1 -0.4
0.0 0.0 0.0
0.1 0.0 -0.1
0.0 0.0 0.0
0.0 0.0 -0.1
0.0 0.0 0.0
0.0 0.0 0.1
0.1 0.0 0.0
0.0 -0.1 0.0
0.1 0.0 0.0
0.0 -0.1 -0.1
0.0 0.0 -0.1
0.1 0.1 0.0
-0.2 0.0 0.1
-0.1 -0.1 -0.2
0.1 -0.1 0.2
0.0 0.0 -0.1
0.0 -0.1 -0.1
0.0 0.0 0.1

- Charge: 0
- Maximum force: 1.2 eV/A
- Highest occupied orbital energy: -8.602 eV
- Spin multiplicity: 1
- HOMO-LUMO gap: 8.2 eV
- SMILES string: O=[N+]([O-])c1ccc2c(c1)[C@H](N1CCOCC1)/C(=C/COc1ccc(Cl)cc1Cl)O2